# C26H62O22S3

A cluster of 8 separate species, C26H62O22S3 in total at a distorted geometry (ωB97M-V/def2-TZVPD, the OMol25 dataset).

Atoms and positions in Å:
O  -1.0017  -2.1526  0.4119
S  -0.7121  -2.6974  1.6909
O  -1.7560  -3.2006  2.5599
O  0.3811  -3.8849  1.3965
C  1.6940  -3.4415  1.7193
C  1.5702  -2.3050  2.7569
O  0.2692  -1.6695  2.5319
H  2.2838  -4.2561  2.1532
H  2.2292  -3.0437  0.8323
H  2.2384  -1.4512  2.6444
H  1.5244  -2.5316  3.8625
O  5.5596  3.6705  0.0975
S  5.1507  4.2391  1.3425
O  4.8133  5.6082  1.3961
O  3.8508  3.4735  1.9765
C  4.4033  2.4545  2.9528
C  5.5460  3.1999  3.6066
O  6.2268  3.8356  2.4512
H  3.5856  2.1366  3.6228
H  4.7853  1.6167  2.3692
H  6.2592  2.5729  4.0930
H  5.2837  3.9881  4.3320
O  4.2637  -0.5951  1.8738
S  4.1301  -0.9957  0.4997
O  4.3623  -2.3939  0.2170
O  2.7863  -0.4977  -0.0466
C  2.9569  0.1488  -1.3127
C  4.4087  0.7917  -1.2467
O  5.0927  -0.1072  -0.4235
H  2.7934  -0.5355  -2.0903
H  2.2146  0.9217  -1.3558
H  4.3178  1.7631  -0.8632
H  4.9129  0.7435  -2.2300
C  -1.7629  -0.0679  -1.9888
O  -2.2071  1.2692  -2.1990
C  -3.3026  1.3382  -3.1039
C  -3.8920  2.7269  -3.2646
O  -2.8305  3.4752  -3.8552
C  -3.0802  4.9288  -3.9750
H  -2.3805  -0.6314  -1.2723
H  -0.6899  0.0800  -1.7527
H  -1.7463  -0.6787  -2.9223
H  -4.0803  0.6571  -2.8042
H  -3.0537  0.9627  -4.1062
H  -4.1531  3.0159  -2.2548
H  -4.7695  2.6886  -3.8693
H  -2.6118  5.4343  -3.1109
H  -4.1642  5.1375  -3.9560
H  -2.6341  5.1864  -4.9398
C  -4.4065  -1.7377  4.8715
O  -5.0713  -2.9530  5.2429
C  -5.3472  -3.7525  4.1497
C  -5.9969  -5.0384  4.5958
O  -5.0991  -6.0520  4.9447
C  -4.4403  -5.8447  6.1986
H  -5.1640  -0.9255  4.9110
H  -3.8268  -1.8275  3.9098
H  -3.7205  -1.5292  5.7027
H  -4.3866  -4.0742  3.6754
H  -5.9705  -3.3023  3.3613
H  -6.3784  -5.4692  3.6664
H  -6.7631  -4.9648  5.4040
H  -5.2579  -5.6323  6.9653
H  -3.7818  -4.9527  6.2248
H  -3.8796  -6.7008  6.4551
C  -2.7521  -3.6099  -4.4909
O  -2.0050  -3.2731  -3.3829
C  -1.2807  -4.3739  -2.7810
C  0.2254  -4.0644  -2.6854
O  0.7689  -3.7577  -3.9897
C  2.2023  -3.5489  -3.9751
H  -3.2524  -2.7466  -4.9561
H  -3.4257  -4.4473  -4.2486
H  -2.0751  -3.9895  -5.3317
H  -1.3603  -5.2104  -3.5095
H  -1.7050  -4.6644  -1.8502
H  0.7572  -4.9390  -2.3570
H  0.4328  -3.2755  -1.9886
H  2.5030  -2.9147  -3.1453
H  2.5329  -3.0963  -4.8892
H  2.7429  -4.4694  -3.8579
C  2.2691  1.4505  -5.7851
O  2.0902  1.8346  -4.4328
C  1.7374  3.1545  -4.2577
C  1.1435  3.2979  -2.8731
O  2.2058  3.0565  -1.8989
C  2.2680  4.1586  -0.8834
H  1.3979  1.8403  -6.3929
H  2.4012  0.4026  -5.8568
H  3.1088  2.0179  -6.1952
H  1.0553  3.5244  -5.0351
H  2.6722  3.7740  -4.3883
H  0.4151  2.5428  -2.7901
H  0.7404  4.3028  -2.7917
H  1.3010  4.1683  -0.2994
H  2.3572  5.1004  -1.4195
H  3.1145  3.9214  -0.2871
C  -2.4184  3.1953  1.3606
O  -1.2715  2.9127  2.1544
C  -0.4729  1.8349  1.6054
C  0.9992  1.9464  2.0488
O  1.3777  1.5294  3.3186
C  1.0544  2.2306  4.4784
H  -2.8078  4.2005  1.6289
H  -3.2284  2.4494  1.4221
H  -2.1144  3.1310  0.3268
H  -0.4549  1.9105  0.5281
H  -0.9188  0.8454  1.8865
H  1.3963  3.0283  1.8326
H  1.6460  1.3064  1.4035
H  1.5376  3.2215  4.4591
H  1.5405  1.6335  5.2530
H  -0.0268  2.2866  4.5932

Forces on the atoms, in the same order (eV/Å):
O -0.4293 0.4371 0.1778
S 0.5907 -0.6302 1.2090
O 1.3978 0.7335 -1.2106
O -0.6292 0.7917 0.9669
C 1.1975 0.8480 0.3832
C -1.0443 1.0207 1.4690
O -1.1947 -1.6660 -1.5272
H -0.3292 -0.0170 -0.2741
H -0.6016 -0.4902 0.3595
H 0.4059 -0.5404 -0.1953
H 0.4122 -0.5700 -1.2927
O -0.1067 -0.1389 0.4952
S -0.7540 -0.6347 0.3240
O 0.1653 0.7125 0.0279
O 1.8893 -0.8897 0.6949
C -0.5669 0.7602 -0.4123
C -0.0791 1.0833 -0.5154
O -0.7492 -0.3201 0.4290
H 0.3959 0.2739 -0.5295
H -0.1661 -0.0267 0.1321
H 0.5462 -0.6103 0.0166
H -0.3007 -0.2148 -0.5150
O -0.1996 -0.0082 -0.7211
S 2.3720 -1.3326 1.0827
O -0.3255 1.4283 -0.0820
O -0.7522 0.0567 0.0261
C 0.7674 1.9572 0.0886
C -2.0184 -1.9146 -2.1183
O 0.5441 -1.0440 1.4868
H 0.0769 -1.1044 -1.0664
H -0.2663 0.3494 -0.0867
H 0.3549 1.3260 0.6636
H -0.4373 0.3733 0.5126
C 0.7782 0.0132 -1.0458
O -0.8228 0.2035 -0.5960
C -0.1367 -0.5162 -0.6280
C 2.3643 -0.7482 0.7627
O -0.9849 1.6532 0.0611
C 0.0290 -1.7725 0.4719
H 0.4672 0.3806 0.1260
H -0.6665 -0.5936 0.6169
H -0.2221 0.5112 0.3376
H -0.6494 -0.3543 0.5950
H 0.5939 0.1253 0.0316
H -0.0835 0.8435 0.3328
H -0.7312 0.0350 -0.6525
H -0.0889 -0.0583 -0.5295
H 0.4096 -0.0470 -0.1921
H -0.1155 0.3666 0.3529
C -0.1020 0.0133 0.6935
O 0.3445 1.0902 -0.0029
C 0.5887 -1.1653 -0.4046
C -0.3394 -0.7659 -0.6136
O 1.4647 -0.3671 1.0406
C -1.9041 1.9026 0.3010
H 0.5176 -0.2767 -0.6648
H -0.7414 0.1658 0.8808
H 0.1059 0.0388 -0.3624
H -0.5183 0.2731 -0.0168
H 0.0020 0.3820 0.3187
H -0.8222 0.1816 0.1811
H 0.2431 0.4203 -0.6746
H 1.0324 -0.4183 -0.5355
H -0.2713 -0.4129 -0.3288
H 0.4419 -1.0692 0.1631
C 0.7283 -1.3505 -2.0254
O 0.8769 0.4260 1.6236
C 0.8167 0.3821 -2.9614
C -0.1351 -0.0336 -1.1923
O 0.4300 0.3583 0.2513
C -1.3201 -0.1255 0.7319
H -0.0646 -0.1757 0.7837
H -0.3141 0.4231 -0.2512
H -0.6199 0.2651 0.8965
H -0.0018 0.1345 0.5897
H -0.3062 -0.0462 0.9216
H 0.0439 -0.7257 0.5934
H 0.0327 0.7473 0.3966
H -0.0718 0.3064 0.2199
H -0.2578 0.2765 -0.5797
H 0.1656 -0.7794 0.0851
C -0.9092 2.6621 -0.2797
O -0.1565 -1.8210 -0.2785
C 1.1483 1.3881 -0.1476
C 2.3055 0.5651 -0.3035
O -0.8568 1.7353 0.7426
C -1.9538 -1.4911 -1.5662
H 0.5199 -0.8628 0.4942
H 0.0682 -0.9137 -0.0354
H 0.4180 -0.3411 -0.1067
H -0.3360 -0.2633 0.0962
H -0.7292 -0.1431 0.3806
H -1.2793 -0.7671 0.4354
H -0.2351 0.0671 0.3300
H 1.0702 -0.0333 -0.3866
H 0.2618 0.1492 0.1379
H 0.4098 0.0663 0.4407
C 0.0046 -0.0472 0.1172
O 0.2965 -0.5828 -0.1949
C -0.0886 -0.0042 1.3233
C 0.8644 1.7094 -1.2493
O 0.2944 -1.2545 -0.1340
C 0.2870 0.2306 -0.2231
H 0.3458 -0.6954 -0.1721
H 0.1921 0.0682 0.5477
H 0.0009 0.5106 -0.6548
H -0.1150 0.0164 -0.5736
H 0.3980 0.6717 -0.1725
H -0.9535 -1.5693 0.4872
H -0.7900 0.2924 0.0808
H -0.4163 0.0637 0.1028
H -0.4026 0.2179 0.3168
H -0.0148 0.2601 0.3438

Largest force on an atom (eV/Å): 3.5
SMILES: O=S1(=O)OCCO1.O=S1(=O)OCCO1.O=S1(=O)OCCO1.COCCOC.COCCOC.COCCOC.COCCOC.COCCOC
E_HOMO (eV): -9.2
Net charge: 0
E_tot (eV): -105507.2834